1.
{"formula": "C3H8N4", "method": "the ωB97M-V functional and the def2-TZVPD basis", "elements": ["N", "N", "C", "C", "C", "N", "N", "H", "H", "H", "H", "H", "H", "H", "H"], "coordinates": [[-2.09, -0.15, 0.49], [-1.99, 1.09, -0.09], [-0.86, 1.71, 0.00], [0.33, 1.09, 0.69], [1.06, 0.06, -0.16], [0.77, -1.18, -0.06], [1.41, -2.06, -0.93], [-3.03, -0.57, 0.32], [-1.29, -0.80, 0.30], [-0.86, 2.69, -0.47], [1.05, 1.88, 0.94], [0.04, 0.58, 1.57], [1.71, 0.39, -0.99], [2.36, -1.76, -1.15], [1.39, -2.98, -0.47]], "multiplicity": 1, "relative_energy_kj_mol": 278.7, "total_charge": 0, "homo_lumo_gap_ev": 9.5, "lumo_ev": 1.067, "smiles": "N/N=C\\C/C=N/N"}


2.
{"formula": "C7H14", "method": "the ωB97M-V functional and the def2-TZVPD basis", "elements": ["C", "C", "C", "C", "C", "C", "C", "H", "H", "H", "H", "H", "H", "H", "H", "H", "H", "H", "H", "H", "H"], "coordinates": [[0.22, -1.62, -0.43], [-0.49, -0.31, -0.71], [0.48, 0.91, -0.78], [1.94, 0.72, -1.17], [0.15, 1.20, 0.70], [-1.14, 0.38, 0.52], [-1.72, -0.51, 1.62], [-0.47, -2.44, -0.23], [0.91, -1.56, 0.42], [0.82, -1.90, -1.31], [-1.14, -0.43, -1.58], [0.04, 1.69, -1.42], [2.45, -0.02, -0.54], [2.06, 0.40, -2.22], [2.48, 1.67, -1.06], [0.07, 2.25, 1.00], [0.87, 0.71, 1.37], [-1.91, 1.07, 0.15], [-1.16, -1.44, 1.70], [-1.72, -0.02, 2.60], [-2.76, -0.76, 1.36]], "multiplicity": 1, "relative_energy_kj_mol": 65.5, "total_charge": 0, "homo_lumo_gap_ev": 11.4, "lumo_ev": 1.136, "smiles": "C[C@@H]1[C@H](C)C[C@@H]1C"}


3.
{"formula": "C19H13BrF4N2O2PPd", "method": "the ωB97M-V functional and the def2-TZVPD basis", "elements": ["Pd", "F", "C", "C", "F", "C", "F", "C", "P", "C", "C", "C", "C", "C", "C", "C", "C", "C", "C", "C", "C", "C", "Br", "C", "F", "H", "H", "H", "H", "H", "H", "H", "H", "H", "H", "N", "N", "C", "O", "O", "H", "H", "H"], "coordinates": [[-1.72, 0.14, -1.65], [-3.65, 0.83, 5.29], [-2.91, 0.73, 4.24], [-1.54, 0.59, 4.31], [-0.91, 0.55, 5.43], [-0.78, 0.48, 3.10], [0.49, 0.32, 3.24], [-1.34, 0.53, 1.80], [-0.26, 0.34, 0.33], [0.25, -1.36, 0.26], [1.57, -1.79, 0.46], [1.88, -3.12, 0.27], [0.89, -4.03, -0.12], [-0.42, -3.61, -0.32], [-0.75, -2.28, -0.12], [0.99, 1.56, 0.35], [0.79, 2.79, 1.02], [1.76, 3.75, 0.97], [2.93, 3.53, 0.24], [3.12, 2.34, -0.46], [2.15, 1.36, -0.43], [-2.71, 0.65, 1.74], [-3.72, 0.68, 0.17], [-3.49, 0.75, 2.96], [-4.76, 0.87, 2.87], [2.34, -1.09, 0.77], [2.89, -3.47, 0.44], [1.15, -5.07, -0.26], [-1.18, -4.32, -0.60], [-1.79, -1.98, -0.20], [-0.13, 2.97, 1.57], [1.63, 4.69, 1.49], [3.69, 4.29, 0.20], [4.02, 2.18, -1.04], [2.27, 0.45, -1.02], [-1.25, -0.23, -5.38], [-0.25, -0.98, -4.97], [0.40, -0.87, -3.64], [1.29, -1.64, -3.49], [-0.05, 0.06, -2.88], [-1.68, -0.49, -6.26], [-1.18, 0.76, -5.16], [-0.05, -1.83, -5.50]], "multiplicity": 5, "relative_energy_kj_mol": 91.1, "total_charge": 3, "homo_lumo_gap_ev": [7.6, 4.3], "lumo_ev": [-9.875, -13.733]}


Computed values of E_tot (unit: Eh) for the preceding records, in sequence: -338.04765; -275.09130; -4433.30698.